DFT (wB97M-V/def2-TZVPD) results for a structure of composition C15H26BF3MgN2NaO11PV at a distorted geometry.

Kohn-Sham gap = 1.7 eV
LUMO = -8.645 eV
HOMO energy = -10.3 eV
total charge = +1

CARTESIAN COORDINATES (ANGSTROEM)
V 1.226631 4.539450 -5.929378
P -3.132122 1.032308 -3.118956
Mg -0.752484 4.712269 -3.459062
Na -0.090103 0.395884 -2.199724
F -4.036614 5.339226 -3.683376
F -7.674064 0.474573 -2.051869
F -3.053152 0.495313 1.182775
O -3.176997 1.726447 -4.568096
O 2.899951 4.759802 -5.522347
O 5.210114 0.362394 2.704889
O -4.567941 0.374037 -2.937367
O 1.703438 -3.028678 3.585893
O -0.457915 4.315486 -6.334067
O -2.676014 5.366099 -8.328251
O -3.076600 2.250676 -2.087795
O -0.684487 1.055493 4.414357
O 2.071644 -3.502400 1.269968
O -2.008942 0.066034 -2.946000
N 2.725008 -0.263353 2.863740
N -2.312530 -0.968212 4.933295
C 1.803790 0.342290 3.842297
C 3.285058 -1.414612 0.519474
C 2.249849 -0.705086 1.553882
C -3.800239 3.459828 -2.315691
C 0.291166 0.507498 3.492527
C 4.489795 -1.458146 4.555838
C 0.773436 -0.578049 1.084515
C 2.225958 -5.522558 4.636265
C -1.962892 2.266260 -5.051316
C -1.607912 -0.038569 4.598144
C 1.753926 -5.432660 3.080119
C 3.396823 -2.963317 1.040714
C -5.755986 1.082942 -3.234673
C -0.251641 0.061895 2.089470
C 1.862360 -3.866799 2.638107
B 4.164719 -0.411291 3.338677
H 4.304686 -0.898507 0.481715
H 4.034174 -3.008488 1.990622
H 2.813678 -1.381264 -0.537315
H 0.620398 -5.654655 3.094513
H -1.387447 2.728188 -4.235881
H -1.925410 4.786899 -8.218546
H -3.109649 4.302834 -2.224866
H -4.573086 3.562601 -1.552364
H -6.600317 0.364851 -3.239851
H 3.312044 -5.153818 4.675194
H -5.956702 1.826757 -2.466075
H 5.264140 -0.972447 5.269858
H -1.374456 0.153469 1.787313
H -1.370440 1.479257 -5.522923
H 4.910421 -2.435554 4.117226
H 3.994354 -3.521425 0.223986
H 2.350238 -6.114333 2.384581
H -4.261131 3.497307 -3.300462
H 5.912343 0.509131 3.388751
H 0.402293 -0.943143 0.065658
H -2.190897 3.034413 -5.790112
H 2.184721 0.652651 4.872814
H 2.187527 -6.605817 5.028290
H 1.524065 -4.914867 5.328716
H -5.699918 1.555914 -4.219868
H 3.501166 -1.658467 5.120066

Atoms 1-2, force components in eV/Å:
V 2.129 0.836 1.636
P -1.928 0.043 0.853

DFT (wB97M-V/def2-TZVPD) results for a structure of composition C2I3N3 at a distorted geometry.

Kohn-Sham gap (spin up / spin down) = 7.5 / 7.5 eV
LUMO (spin up / spin down) = -1.128 / -1.128 eV
HOMO energy (spin up / spin down) = -8.6 / -8.6 eV

CARTESIAN COORDINATES (ANGSTROEM)
I 2.663827 1.712798 -0.167603
I 2.849441 -1.991086 -0.040700
I -4.148513 -0.404794 -0.217204
N -1.206027 0.402586 0.053717
N -0.107379 0.950490 0.040711
N 1.148253 -0.956385 -0.001978
C -2.264017 -0.009683 0.363714
C 1.064418 0.296074 -0.030659

Atoms 1-2, force components in eV/Å:
I -0.208 -0.229 0.037
I 0.298 -0.027 -0.024

DFT (wB97M-V/def2-TZVPD) results for a structure of composition C5H15N2 at a distorted geometry.

Kohn-Sham gap (spin up / spin down) = 2.7 / 8.5 eV
multiplicity = 2
LUMO (spin up / spin down) = 0.585 / 0.502 eV
HOMO energy (spin up / spin down) = -2.1 / -8.0 eV

CARTESIAN COORDINATES (ANGSTROEM)
N 0.981846 -0.717992 0.938403
N 0.322040 1.541190 -0.145776
C -2.254591 -2.563727 -0.023646
C 1.240896 2.563704 0.411383
C -1.224775 -1.505910 0.235392
C 0.535369 1.345279 -1.599233
C -0.031856 -1.759013 0.755213
H 0.225647 2.208122 -2.189753
H -3.162507 -2.362805 0.545285
H -0.027178 0.474564 -1.935999
H 2.261717 2.269030 0.172083
H -0.630271 1.827880 0.051003
H 0.306705 -2.777862 0.860741
H -1.557031 -0.484840 0.089131
H 1.908154 -1.056925 0.602923
H 1.115566 -0.539950 1.946077
H 1.049042 3.531905 -0.057284
H 1.107475 2.603731 1.490973
H 1.599336 1.154290 -1.726468
H -2.558561 -2.626568 -1.068829
H 0.650484 0.407776 0.372095
H -1.857503 -3.531880 0.276278

Atoms 1-2, force components in eV/Å:
N 0.457 -0.501 0.037
N 0.812 0.455 -0.546

Number 1: energy -95117.1096 eV. Number 2: energy -30841.9168 eV. Number 3: energy -8403.6252 eV.